(1)
Below is C26H32CdClO4 as an isolated structure, with properties calculated with wB97M-V/def2-TZVPD.

Calculated values
energy relative to the best compared isomer or geometry (same formula, charge and spin) = 0.788 eV
HOMO energy = -4.1 eV

Geometry as ORCA input:
```
! wB97M-V def2-TZVPD RIJCOSX def2/J DEFGRID3
* xyz -1 1
O 0.18818 -0.38777 -5.96880
C 0.27639 0.91060 -6.64771
C 0.32339 0.38820 -8.05572
H 1.21171 1.41879 -6.37963
H -0.60768 1.54158 -6.49041
C 0.34696 -0.96617 -7.32409
H 1.21266 0.63586 -8.60768
H -0.60412 0.62555 -8.57059
C 1.63756 -1.76835 -7.42094
H 2.52637 -1.14587 -7.24767
H 1.74242 -2.20000 -8.41923
H 1.54896 -2.61654 -6.72506
C -0.84836 -1.80021 -7.74687
H -1.75592 -1.18691 -7.79779
H -1.01493 -2.57106 -6.98662
H -0.73952 -2.24663 -8.75123
Cd -0.15743 -0.27648 -1.08149
C -2.68721 -0.83220 1.27095
C -2.20095 0.49195 1.19278
C -2.08100 0.85811 -0.18374
H -2.06457 1.15467 2.04160
C -2.47513 -0.31257 -0.96969
C -2.88745 -1.32568 -0.03834
H -3.34621 -2.28276 -0.30511
H -2.89644 -1.37277 2.19360
H -1.97580 1.88555 -0.55832
H -2.68956 -0.29437 -2.04211
C 1.11384 -2.29753 0.97711
C 0.38001 -3.23153 0.19902
C 0.56887 -2.94306 -1.16618
H -0.13597 -4.09192 0.61251
C 1.46555 -1.80137 -1.26083
C 1.77778 -1.40463 0.10018
H 2.47637 -0.62557 0.37089
H 1.21798 -2.34161 2.05618
H 0.18040 -3.51241 -2.00884
H 1.96108 -1.43411 -2.16066
O 2.15202 3.22026 -4.86981
C 1.73086 2.12467 -3.94883
C 0.20508 2.11358 -3.72025
H 2.16582 2.32192 -2.94869
H 2.20854 1.20308 -4.28227
C -0.14249 3.57776 -4.05641
H 0.01529 1.92006 -2.67775
H -0.24745 1.34853 -4.36168
C 1.07311 4.16191 -4.86987
H -0.29304 4.19241 -3.16214
H -1.04398 3.66280 -4.63294
H 1.43040 5.13780 -4.45741
H 0.74741 4.39275 -5.91974
Cl 2.97401 3.90410 6.83972
C 2.38728 3.10545 5.44152
C 1.52429 1.99911 5.61521
C 1.03298 1.33115 4.48830
C 1.35804 1.73334 3.17396
C 2.24144 2.82262 3.03294
C 2.76929 3.51986 4.14798
C 0.76179 0.93945 2.00093
O 0.13092 -0.06609 2.41952
O 0.96370 1.34308 0.80485
H 1.24156 1.64755 6.61157
H 0.39534 0.45564 4.61923
H 2.55590 3.14682 2.04321
H 3.46225 4.36740 4.05509
*
```

=====

(2)
Below is C26H32ErNO6 as an isolated structure, with properties calculated with wB97M-V/def2-TZVPD.

Calculated values
⟨S²⟩ = 3.753
HOMO energy (spin up / spin down) = -8.3 / -8.3 eV

Geometry as ORCA input:
```
! wB97M-V def2-TZVPD RIJCOSX def2/J DEFGRID3
* xyz 0 4
O -1.45609 1.33139 -2.43046
C -2.57532 0.32633 -2.48650
C -3.64921 1.27010 -2.86413
H -2.81261 0.01998 -1.49299
H -2.31436 -0.51869 -3.15033
C -2.45066 2.20707 -2.94486
H -4.34561 1.42924 -2.06837
H -4.17527 0.91209 -3.73422
C -2.49540 3.30977 -1.96712
H -2.57435 2.95793 -0.94389
H -3.36306 3.92506 -2.12508
H -1.61911 3.94385 -2.04188
C -2.28960 2.59048 -4.39382
H -2.21229 1.72269 -5.04392
H -1.45284 3.24847 -4.58550
H -3.18525 3.11576 -4.71751
Er 1.16328 0.61199 -0.55477
C 2.57139 -0.37220 -2.39327
C 2.12424 -1.55855 -1.71521
C 0.71178 -1.60205 -1.75350
H 2.78705 -2.33468 -1.34955
C 0.29680 -0.49809 -2.54450
C 1.42768 0.27989 -2.93588
H 1.43578 1.18767 -3.54059
H 3.60972 -0.07794 -2.53161
H 0.06587 -2.35835 -1.33333
H -0.69329 -0.34270 -2.86745
C 2.36957 2.73638 0.01362
C 2.10472 2.95304 -1.37017
C 0.69096 2.99463 -1.54906
H 2.86388 3.13488 -2.13740
C 0.07789 2.84152 -0.25534
C 1.12033 2.72547 0.71201
H 0.99196 2.60101 1.78005
H 3.36485 2.70762 0.44749
H 0.18285 3.19015 -2.49558
H -0.98178 2.87491 -0.04993
O -1.79429 -0.64433 1.75679
C -2.34337 -0.32728 0.47161
C -3.72031 -0.98905 0.53608
H -1.73762 -0.76224 -0.36582
H -2.38945 0.77150 0.27268
C -3.54921 -2.25936 1.33272
H -4.14245 -1.19536 -0.42323
H -4.36570 -0.34438 1.11851
C -2.19878 -1.96345 2.05015
H -3.47400 -3.19858 0.75940
H -4.37161 -2.38684 2.01958
H -1.39595 -2.61395 1.64593
H -2.25177 -2.14019 3.14650
O 2.96492 -0.01808 0.74861
C 2.23069 -0.65711 1.58714
O 0.95103 -0.54702 1.51217
C 2.82848 -1.55641 2.66746
C 1.97337 -2.30360 3.48701
C 2.41278 -2.90526 4.65916
C 3.76718 -2.83526 5.00499
C 4.66041 -2.11489 4.19734
C 4.20384 -1.59546 2.99271
N 4.26069 -3.69527 6.03553
O 3.42908 -4.42407 6.62786
O 5.47852 -3.71937 6.31144
H 0.94188 -2.40664 3.18262
H 1.71052 -3.43509 5.28881
H 5.68784 -1.99676 4.52121
H 4.91879 -1.22230 2.26959
*
```

=====

(3)
Below is C26H32F5FeN2O6S as an isolated structure, with properties calculated with wB97M-V/def2-TZVPD.

Calculated values
⟨S²⟩ = 8.758
HOMO energy (spin up / spin down) = -12.1 / -12.1 eV

Geometry as ORCA input:
```
! wB97M-V def2-TZVPD RIJCOSX def2/J DEFGRID3
* xyz 2 6
Fe -29.48322 -31.53261 11.52957
C -32.47758 -28.76082 12.99021
F -33.21046 -29.83369 13.12449
F -32.45011 -28.39369 11.73388
F -33.14955 -27.77504 13.70337
S -30.65972 -29.16852 13.70215
O -29.93168 -27.94742 13.37385
O -30.72637 -29.50286 15.08538
O -30.16970 -30.28196 12.88283
N -29.73045 -33.11741 12.96851
C -29.72587 -32.91898 14.34097
C -30.16105 -33.84280 15.28234
C -30.55600 -35.11687 14.87255
C -30.45049 -35.41991 13.52832
C -30.04950 -34.42775 12.62846
H -29.40083 -31.97830 14.76033
H -30.15584 -33.62636 16.34042
H -30.89873 -35.88518 15.54978
H -30.65564 -36.40756 13.14248
H -30.11490 -34.67648 11.57953
N -31.44225 -31.95516 10.82442
C -32.52227 -32.19062 11.62225
C -33.81525 -32.46141 11.18942
C -34.04287 -32.45511 9.82524
C -32.99224 -32.35145 8.92407
C -31.72699 -32.03550 9.47873
H -32.39827 -32.02497 12.68224
H -34.62628 -32.54621 11.89755
H -35.06035 -32.61385 9.49979
H -33.30227 -32.40808 7.89107
H -30.92614 -31.94089 8.76033
C -26.68887 -30.49169 13.06933
O -27.50094 -31.44501 12.42713
H -26.30061 -30.78899 14.04348
H -25.91094 -30.29570 12.33142
H -27.34659 -29.64030 13.24438
H -26.92362 -32.19306 12.25769
C -27.72348 -28.72232 17.02377
O -28.18964 -29.71752 16.13258
H -28.31453 -28.73563 17.93951
H -26.71269 -29.01660 17.30626
H -27.68166 -27.71791 16.60245
H -29.08137 -29.48435 15.86415
C -29.28185 -28.63549 10.17959
O -28.94279 -30.03626 10.22644
H -28.50051 -27.99855 10.59423
H -29.55521 -28.27953 9.18629
H -30.18521 -28.33385 10.70972
H -28.07579 -29.95303 9.82274
F -38.17410 -25.38328 18.39646
C -37.34012 -26.16632 17.71068
C -37.06691 -25.78085 16.40906
C -36.23857 -26.58698 15.57254
C -35.56460 -27.68990 16.12019
C -35.86108 -28.07652 17.47765
C -36.77767 -27.36836 18.18065
H -37.61608 -24.96495 15.96284
H -36.03389 -26.19386 14.58767
H -34.79509 -28.26793 15.63018
H -35.40165 -29.01239 17.75955
H -37.15423 -27.74203 19.12138
F -37.90920 -29.76363 9.12527
C -37.28820 -29.41870 10.23363
C -36.79974 -30.40164 11.09629
C -36.17727 -30.08110 12.27495
C -36.12168 -28.69656 12.64932
C -36.65924 -27.69278 11.82784
C -37.16740 -28.06289 10.60281
H -36.92703 -31.41180 10.73605
H -35.76001 -30.89892 12.84369
H -35.64030 -28.50284 13.59651
H -36.52510 -26.68962 12.20479
H -37.50014 -27.31268 9.90077
*
```

=====

| no. | E (eV) | maximum force (eV/Å) |
| --- | --- | --- |
| 1 | -52755.5595 | 2.34 |
| 2 | -68873.5759 | 3.51 |
| 3 | -101537.3340 | 6.16 |